37
Properties=species:S:1:pos:R:3 method="wB97M-V/def2-TZVPD" charge=0 fmax_ev_per_a=3.102 gap_ev=10.2 energy_ha=-11188.33792 homo_energy_ev=-10.20 e_above_lowest_kcal_mol=38.4
C -4.525 -4.642 6.507
N -5.604 -5.427 5.931
O -5.632 -5.325 4.711
O -6.265 -6.140 6.729
H -4.702 -4.714 7.580
H -4.788 -3.599 6.329
H -3.581 -5.058 6.155
C 5.032 -6.666 4.085
N 4.789 -8.125 3.880
O 5.712 -8.860 4.124
O 3.699 -8.545 3.536
H 5.407 -6.271 3.141
H 5.675 -6.510 4.950
H 3.975 -6.465 4.264
C 0.701 0.448 0.785
N 0.320 -0.899 1.310
O 0.981 -1.832 0.899
O -0.644 -0.969 2.025
H 0.370 1.125 1.572
H 0.015 0.654 -0.036
H 1.717 0.495 0.394
Br 5.091 5.442 -9.958
C 4.556 5.201 -8.092
C 5.006 3.848 -7.566
Br 4.772 3.796 -5.566
H 3.473 5.259 -7.986
H 5.002 6.036 -7.551
H 6.063 3.601 -7.666
H 4.361 3.098 -8.026
Br -5.265 8.236 -3.370
C -5.326 6.977 -1.765
C -5.134 5.530 -2.118
Br -3.236 5.426 -2.699
H -6.277 7.093 -1.247
H -4.629 7.448 -1.072
H -5.744 5.327 -2.998
H -5.364 5.008 -1.190



25
Properties=species:S:1:pos:R:3 method="wB97M-V/def2-TZVPD" charge=0 fmax_ev_per_a=3.326 gap_ev=3.5 energy_ha=-331.38717 homo_energy_ev=-6.11 e_above_lowest_kcal_mol=178.0
C 2.119 -0.398 0.333
C 3.684 -0.479 0.999
C 2.174 0.186 -0.977
N -2.494 -0.241 0.746
C -1.469 -0.208 1.731
C -0.760 0.439 -0.861
C -2.226 0.515 -0.422
C -3.254 0.000 -1.444
H 1.610 -1.351 0.506
H 1.711 0.260 1.109
H 4.194 -1.064 0.239
H 3.905 0.574 0.877
H 3.732 -0.911 1.991
H 2.440 1.238 -1.008
H 2.666 -0.369 -1.771
H -1.793 -0.749 2.625
H -1.371 0.820 2.127
H -0.547 -0.717 1.387
H -0.377 -0.574 -0.981
H -0.133 0.885 -0.088
H -0.511 1.020 -1.752
H -2.537 1.568 -0.300
H -4.209 -0.020 -0.914
H -3.087 -1.013 -1.809
H -3.467 0.589 -2.343



30
Properties=species:S:1:pos:R:3 method="wB97M-V/def2-TZVPD" charge=+1 fmax_ev_per_a=5.026 gap_ev=10.5 energy_ha=-605.04834 homo_energy_ev=-13.39 e_above_lowest_kcal_mol=42.9
H -1.912 -1.873 -2.833
N -0.997 -2.010 -2.509
C -0.395 -1.814 -1.458
C 0.987 -2.266 -1.204
C 1.617 -1.460 -0.128
N 2.932 -1.516 0.173
N 0.941 -0.926 0.841
N -0.383 -0.639 0.681
N -0.629 0.825 0.370
C -0.422 1.482 1.658
C -1.634 1.224 2.517
C 0.286 1.295 -0.658
C -0.255 2.375 -1.596
N -1.122 -1.320 -0.336
H 1.514 -2.397 -2.036
H 0.880 -3.324 -0.900
H 3.658 -2.077 -0.153
H 3.282 -1.219 1.057
H -0.826 -0.746 1.762
H -0.378 2.592 1.506
H 0.518 1.189 2.041
H -1.540 0.187 3.031
H -1.835 2.079 3.158
H -2.584 1.097 2.086
H 0.464 0.475 -1.298
H 1.098 1.599 0.005
H -0.785 3.068 -0.857
H 0.451 2.867 -2.169
H -1.048 1.952 -2.168
H -1.882 -0.719 -0.581



26
Properties=species:S:1:pos:R:3 method="wB97M-V/def2-TZVPD" charge=0 fmax_ev_per_a=2.910 gap_ev=9.4 energy_ha=-406.84151 homo_energy_ev=-8.71 e_above_lowest_kcal_mol=55.7
C 1.291 -2.663 -1.259
C 0.579 -1.312 -1.306
C 0.216 -0.782 0.082
C -0.829 -1.611 0.820
N 1.335 -0.522 0.912
H 1.644 -2.946 -2.251
H 2.146 -2.614 -0.587
H 0.624 -3.446 -0.900
H -0.330 -1.397 -1.908
H 1.228 -0.576 -1.789
H -0.292 0.287 -0.096
H -0.407 -2.571 1.111
H -1.149 -1.099 1.727
H -1.700 -1.796 0.191
H 1.068 0.422 1.476
H 2.107 -0.157 0.357
C 0.489 2.187 1.223
C -0.391 2.083 0.179
C -1.883 2.185 0.359
O 0.077 2.453 -1.070
H 1.473 2.583 1.027
H 0.106 2.338 2.220
H -2.167 1.940 1.381
H -2.224 3.200 0.150
H -2.401 1.507 -0.321
H -0.610 2.306 -1.730



26
Properties=species:S:1:pos:R:3 method="wB97M-V/def2-TZVPD" charge=0 fmax_ev_per_a=1.537 gap_ev=10.3 energy_ha=-406.86909 homo_energy_ev=-9.36 e_above_lowest_kcal_mol=38.4
C -1.454 -1.720 0.092
C -0.381 -1.040 -0.311
C -0.192 -0.554 -1.725
C -1.494 -0.325 -2.475
C 0.699 -0.717 0.707
C 1.275 0.724 0.638
C 1.373 1.297 2.060
N 2.560 0.711 -0.074
H -2.091 -2.224 -0.628
H -1.512 -2.150 1.087
H 0.395 0.364 -1.695
H 0.433 -1.260 -2.269
H -1.964 0.621 -2.216
H -1.344 -0.237 -3.560
H -2.168 -1.172 -2.428
H 1.527 -1.399 0.494
H 0.320 -0.885 1.710
H 0.532 1.356 0.141
H 2.001 2.187 2.048
H 0.376 1.639 2.367
H 1.719 0.561 2.786
H 3.291 0.849 0.617
H 2.636 1.497 -0.716
O -2.426 0.930 1.262
H -1.470 0.903 1.160
H -2.641 0.044 0.932



27
Properties=species:S:1:pos:R:3 method="wB97M-V/def2-TZVPD" charge=0 fmax_ev_per_a=0.681 gap_ev=10.5 energy_ha=-482.16348 homo_energy_ev=-9.75 e_above_lowest_kcal_mol=9.3
C -1.895 -1.432 1.826
C -0.459 -1.283 1.335
C 0.056 0.161 1.398
C 0.113 0.709 2.818
O -0.757 1.037 0.634
H -2.265 -2.432 1.603
H -1.959 -1.275 2.899
H -2.539 -0.708 1.332
H 0.204 -1.912 1.931
H -0.384 -1.624 0.299
H 1.075 0.161 0.977
H 0.552 1.707 2.809
H -0.889 0.779 3.229
H 0.718 0.062 3.446
H -0.907 0.621 -0.223
C -0.982 0.277 -2.855
N 0.286 0.783 -2.389
C 1.262 -0.018 -1.895
C 2.539 0.723 -1.557
O 1.108 -1.208 -1.732
H -1.811 0.817 -2.390
H -1.027 -0.775 -2.586
H -1.071 0.370 -3.940
H 0.478 1.761 -2.533
H 3.233 0.032 -1.081
H 2.332 1.552 -0.889
H 2.990 1.117 -2.466



27
Properties=species:S:1:pos:R:3 method="wB97M-V/def2-TZVPD" charge=0 fmax_ev_per_a=0.734 gap_ev=9.7 energy_ha=-1128.04318 homo_energy_ev=-8.86 e_above_lowest_kcal_mol=0.0
C -2.800 0.318 -1.200
C -2.437 -0.760 -0.178
C -1.437 -0.214 0.836
N -0.245 0.260 0.130
C -0.572 1.377 -0.759
C -1.536 0.896 -1.837
H -3.345 1.132 -0.683
H -3.471 -0.096 -1.977
H -1.978 -1.625 -0.694
H -3.342 -1.123 0.346
H -1.133 -1.005 1.548
H -1.923 0.593 1.417
H 0.459 0.563 0.815
H 0.366 1.750 -1.214
H -1.039 2.218 -0.212
H -1.788 1.733 -2.516
H -1.031 0.115 -2.439
C 2.002 -1.926 1.929
S 2.777 -0.370 2.421
S 4.226 -0.146 1.006
C 3.322 0.642 -0.344
H 1.218 -2.153 2.671
H 2.731 -2.754 1.922
H 1.535 -1.860 0.932
H 2.519 -0.004 -0.739
H 2.877 1.600 -0.026
H 4.043 0.841 -1.154



30
Properties=species:S:1:pos:R:3 method="wB97M-V/def2-TZVPD" charge=+1 fmax_ev_per_a=4.107 gap_ev=2.1 energy_ha=-1342.37223 homo_energy_ev=-10.55
C -1.245 0.959 1.456
C -0.989 0.043 2.408
C 0.349 -0.348 2.937
Nb 1.855 -1.096 1.436
C 0.349 -1.533 -0.166
C 0.316 -0.535 -1.343
O -0.774 -0.961 -2.203
C -1.228 0.207 -2.848
C -2.490 0.913 -2.364
O -0.582 0.619 -3.722
P 2.399 1.263 0.510
S 4.113 1.652 1.382
H -0.736 1.915 1.333
H -2.018 0.716 0.720
H -1.848 -0.489 2.833
H 0.854 0.485 3.490
H 0.222 -1.156 3.683
H 3.163 -1.692 0.299
H 3.173 -0.803 2.716
H 1.759 -2.794 2.076
H -0.680 -1.696 0.199
H 0.680 -2.497 -0.621
H 0.075 0.498 -1.024
H 1.251 -0.568 -1.922
H -2.216 1.750 -1.706
H -3.160 0.254 -1.794
H -3.021 1.357 -3.292
H 2.574 1.294 -0.900
H 1.398 2.216 0.819
Pt -3.542 0.028 -4.389